Record 1
{
  "formula": "C21H16N3O10SV",
  "method": "ωB97M-V/def2-TZVPD",
  "de_lowest_ev": 0.163,
  "lumo_ev": [-1.384, -1.505],
  "homo_ev": [-8.07, -8.34],
  "spin_multiplicity": 3,
  "homo_lumo_gap_ev": [6.7, 6.8],
  "s2": 2.0111,
  "species": ["V", "O", "C", "O", "C", "C", "C", "C", "C", "N", "C", "O", "O", "H", "H", "H", "H", "H", "O", "C", "O", "C", "O", "O", "C", "C", "C", "C", "C", "C", "C", "S", "O", "O", "N", "C", "C", "C", "C", "C", "N", "H", "H", "H", "H", "H", "H", "H", "H", "H", "H", "H"],
  "coordinates": [[-0.28030, 0.23896, 0.01147], [-1.47606, 4.04213, -1.02914], [-1.20668, 2.87791, -0.48761], [-0.55086, 2.00457, -1.02245], [-1.74601, 2.61879, 0.87925], [-2.49271, 3.47852, 1.64710], [-2.84408, 3.05974, 2.92602], [-2.42118, 1.82286, 3.37537], [-1.67855, 1.02607, 2.52022], [-1.37202, 1.40947, 1.28939], [-1.16475, -0.35955, 2.81196], [-0.96714, -0.71068, 4.07385], [-0.99593, -1.10509, 1.88304], [-1.06414, 4.07275, -1.90754], [-2.78147, 4.44370, 1.25655], [-3.43589, 3.69963, 3.56593], [-2.67016, 1.47182, 4.36743], [-0.72926, 0.07063, 4.59156], [-0.46646, -3.49868, -1.34127], [-0.67455, -2.35866, -1.01942], [0.21503, -1.58338, -0.41424], [-1.98727, -1.61328, -1.27338], [-2.97527, -2.11264, -1.74263], [-1.90039, -0.33404, -0.91502], [7.52887, 2.60428, 3.23971], [6.05812, 2.42466, 2.97729], [5.40137, 3.22854, 2.04613], [4.05436, 3.05697, 1.77668], [3.35499, 2.06105, 2.44627], [3.98184, 1.25730, 3.38693], [5.33040, 1.44393, 3.64526], [1.65379, 1.79507, 2.10250], [1.17229, 3.02704, 1.49615], [1.00636, 1.39400, 3.33736], [1.52382, 0.56256, 1.09986], [2.28688, 0.50286, -0.08816], [3.67039, 0.41792, -0.22380], [4.18070, 0.25315, -1.49606], [3.32766, 0.15376, -2.59218], [1.97039, 0.21809, -2.36751], [1.48196, 0.40695, -1.14487], [7.80153, 3.65973, 3.24160], [8.12159, 2.11434, 2.46428], [7.81576, 2.17168, 4.19727], [5.95414, 4.00528, 1.53057], [3.54138, 3.68337, 1.06016], [3.41616, 0.49432, 3.90515], [5.82449, 0.82186, 4.38220], [4.31242, 0.44695, 0.64306], [5.25156, 0.17544, -1.63612], [3.70853, 0.00114, -3.59144], [1.24524, 0.10810, -3.16353]]
}


Record 2
{
  "formula": "C4H14O3",
  "method": "ωB97M-V/def2-TZVPD",
  "total_charge": 1,
  "de_lowest_ev": 2.540,
  "lumo_ev": [-3.577, -10.159],
  "homo_ev": [-14.83, -14.19],
  "spin_multiplicity": 2,
  "homo_lumo_gap_ev": [11.3, 4.0],
  "s2": 0.7550,
  "species": ["C", "C", "C", "C", "O", "H", "H", "H", "H", "H", "H", "H", "H", "H", "H", "H", "H", "O", "H", "H", "O"],
  "coordinates": [[0.04506, -1.21891, 1.94382], [-0.27475, -0.89624, 0.51557], [1.01694, -0.76682, -0.45935], [0.67671, -0.61640, -2.02330], [1.75931, 0.43181, -0.07041], [0.69527, -2.10903, 2.05283], [0.84924, -0.50381, 2.39849], [-0.80131, -1.37684, 2.66561], [-0.88574, 0.02091, 0.30896], [-1.07581, -1.68422, 0.14357], [1.58597, -1.68789, -0.17724], [0.91899, 0.45530, -2.29468], [-0.41516, -0.68892, -2.05988], [1.31737, -1.34420, -2.53516], [2.64197, 0.31839, -0.47006], [0.26703, 1.94216, 0.40267], [-0.45906, 3.04575, 1.36807], [-0.69781, 2.20826, 0.77336], [-1.74084, 1.84630, -0.52757], [-3.14342, 1.27821, -0.74913], [-2.27996, 1.34623, -1.20618]]
}


Record 3
{
  "formula": "C6H10O",
  "method": "ωB97M-V/def2-TZVPD",
  "smiles": "C[C@H]1C[C@H]1CC=O",
  "de_lowest_ev": 0.770,
  "lumo_ev": 1.062,
  "homo_ev": -9.76,
  "spin_multiplicity": 1,
  "homo_lumo_gap_ev": 10.8,
  "species": ["C", "C", "C", "C", "C", "C", "O", "H", "H", "H", "H", "H", "H", "H", "H", "H", "H"],
  "coordinates": [[-2.21836, -0.19902, 0.06117], [-1.09465, 0.73989, -0.31147], [-0.08036, 1.22710, 0.68696], [0.35826, 0.37440, -0.46958], [1.01430, -0.95784, -0.20342], [2.51880, -0.77998, -0.12470], [3.08831, 0.26759, -0.31311], [-3.09976, 0.38210, 0.35840], [-1.96050, -0.85587, 0.89891], [-2.51037, -0.82668, -0.78880], [-1.40474, 1.49465, -1.03287], [0.20689, 2.27332, 0.71739], [-0.08851, 0.73823, 1.66099], [0.85862, 0.90832, -1.27287], [0.81876, -1.70824, -0.98542], [0.68151, -1.41801, 0.73812], [3.10444, -1.69460, 0.10822]]
}


Record 4
{
  "formula": "C38H49BF5N7OS4V",
  "method": "ωB97M-V/def2-TZVPD",
  "total_charge": -1,
  "lumo_ev": [2.178, 2.178],
  "homo_ev": [-4.25, -4.25],
  "spin_multiplicity": 3,
  "homo_lumo_gap_ev": [6.4, 6.4],
  "s2": 2.0234,
  "species": ["V", "C", "C", "C", "C", "C", "C", "C", "C", "C", "N", "N", "B", "N", "N", "C", "C", "C", "C", "C", "C", "C", "C", "C", "N", "N", "C", "C", "C", "C", "C", "C", "C", "C", "C", "H", "H", "H", "H", "H", "H", "H", "H", "H", "H", "H", "H", "H", "H", "H", "H", "H", "H", "H", "H", "H", "H", "H", "H", "H", "H", "H", "H", "H", "H", "H", "H", "H", "H", "H", "H", "H", "H", "H", "H", "H", "H", "H", "H", "H", "H", "O", "C", "S", "C", "C", "S", "S", "S", "C", "C", "N", "H", "H", "H", "F", "C", "C", "C", "F", "C", "F", "C", "F", "C", "F"],
  "coordinates": [[1.26563, -0.40439, 0.00831], [1.25623, -3.00937, 3.65548], [1.49847, -1.52478, 3.34741], [2.05503, -0.83404, 4.59621], [0.27235, -0.81484, 2.87048], [-0.79853, -0.34560, 3.63478], [-1.64411, 0.30160, 2.75244], [-2.88416, 1.07321, 3.09234], [-2.48045, 2.38394, 3.78089], [-3.82964, 0.25315, 3.97106], [-1.09941, 0.20950, 1.52267], [0.07841, -0.46594, 1.59416], [-1.68185, 0.67923, 0.17569], [-0.67182, 1.55225, -0.61376], [0.53125, 1.08236, -1.04566], [1.05928, 1.99376, -1.86509], [0.17785, 3.07175, -1.97074], [-0.90351, 2.76134, -1.16434], [-2.08403, 3.64379, -0.88303], [-2.64341, 4.23850, -2.17661], [-1.66585, 4.74121, 0.10403], [2.40812, 1.85596, -2.50100], [3.39628, 2.78533, -1.78368], [2.34814, 2.16185, -3.99784], [-2.04273, -0.53462, -0.69463], [-1.06201, -1.22646, -1.30999], [-1.65570, -2.15231, -2.05402], [-3.05195, -2.06830, -1.89663], [-3.25803, -1.02291, -1.01758], [-4.55481, -0.43930, -0.53777], [-5.63619, -1.51257, -0.41463], [-5.00474, 0.67272, -1.49554], [-0.88112, -3.08882, -2.93702], [-0.22769, -2.31732, -4.08775], [-1.75771, -4.22255, -3.46429], [2.06733, -3.38287, 4.28279], [0.31457, -3.14238, 4.19301], [1.22124, -3.61582, 2.75214], [2.23387, -1.44249, 2.54860], [1.42766, -1.05397, 5.46524], [3.06238, -1.20262, 4.79898], [2.10310, 0.24539, 4.46027], [-0.93071, -0.45669, 4.69793], [-3.41254, 1.32567, 2.17328], [-1.96858, 2.17803, 4.72214], [-1.79845, 2.94971, 3.14452], [-3.35836, 2.99990, 3.98911], [-3.34602, -0.02476, 4.90890], [-4.72114, 0.83763, 4.20590], [-4.13706, -0.65995, 3.45901], [-2.66041, 1.32110, 0.37648], [0.32329, 3.96690, -2.55139], [-2.87339, 3.05740, -0.41464], [-1.89712, 4.85546, -2.67892], [-2.95305, 3.44721, -2.86106], [-3.51187, 4.86331, -1.95950], [-0.90589, 5.38678, -0.33906], [-2.52430, 5.35488, 0.38594], [-1.24742, 4.29516, 1.00746], [2.73188, 0.82570, -2.36175], [3.07927, 3.82624, -1.88264], [3.43280, 2.53889, -0.72056], [4.39780, 2.68747, -2.20861], [2.09962, 3.21121, -4.17376], [3.32019, 1.96268, -4.45175], [1.60014, 1.54292, -4.49652], [-3.80501, -2.67722, -2.36741], [-4.39753, -0.00419, 0.45220], [-5.91305, -1.90057, -1.39679], [-5.29028, -2.34536, 0.19839], [-6.53428, -1.09346, 0.04345], [-5.14032, 0.26069, -2.49689], [-5.94909, 1.11384, -1.16669], [-4.24994, 1.45950, -1.54768], [-0.08477, -3.53115, -2.33946], [-0.99503, -1.86715, -4.72285], [0.41065, -1.52389, -3.69737], [0.38470, -2.98554, -4.69823], [-2.56214, -3.83362, -4.09316], [-1.15816, -4.91187, -4.06071], [-2.20416, -4.78150, -2.63988], [7.02548, 3.19352, 4.55746], [6.23292, 2.56804, 3.89260], [4.62580, 3.14162, 3.45430], [4.04609, 1.71280, 2.55045], [4.96964, 0.71911, 2.47330], [4.80621, -0.87489, 1.75179], [6.54476, 0.96668, 3.23358], [2.47141, 1.86880, 1.90827], [5.32010, 0.02654, -0.84702], [4.20201, -0.36366, 0.07199], [2.98053, -0.29009, -0.13119], [5.80686, 0.92134, -0.45237], [4.93307, 0.22973, -1.84614], [6.06510, -0.76723, -0.89475], [2.91286, -1.63250, -2.60893], [2.41321, -2.60193, -1.80882], [1.58167, -2.25652, -0.74927], [1.06586, -3.35980, -0.07448], [0.16072, -3.18286, 0.90734], [1.37877, -4.67514, -0.36952], [0.84101, -5.68904, 0.32502], [2.23920, -4.94934, -1.41376], [2.55388, -6.20984, -1.72378], [2.75147, -3.89710, -2.15116], [3.56337, -4.15218, -3.18770]]
}


Record 5
{
  "formula": "C3H14N2O2",
  "method": "ωB97M-V/def2-TZVPD",
  "smiles": "C[C@@H](N)CN.O.O",
  "de_lowest_ev": 1.909,
  "lumo_ev": 0.665,
  "homo_ev": -8.61,
  "spin_multiplicity": 1,
  "homo_lumo_gap_ev": 9.3,
  "species": ["N", "C", "C", "C", "N", "H", "H", "H", "H", "H", "H", "H", "H", "H", "H", "H", "H", "O", "H", "H", "O"],
  "coordinates": [[-0.52227, -0.31850, 0.53367], [0.64496, 0.57991, 0.66732], [0.46028, 2.06663, 0.96706], [1.61693, 0.28236, -0.49626], [1.44650, -0.95014, -1.29768], [-1.42995, 0.15728, 0.68190], [-0.63394, -0.58194, 1.52358], [1.16003, 0.31074, 1.62299], [-0.31551, 2.13518, 1.74953], [0.02021, 2.52247, 0.02686], [1.46526, 2.48622, 1.17535], [1.77539, 1.09450, -1.22649], [2.55040, 0.14947, 0.08170], [1.48455, -0.72258, -2.27788], [0.55988, -1.34999, -1.01015], [2.56303, 1.63918, -3.12612], [2.12313, 2.18956, -4.47727], [2.19145, 1.36562, -3.97929], [-5.01034, -2.42527, 4.28544], [-4.62066, -3.66295, 3.53415], [-5.25570, -2.93562, 3.51163]]
}


Record 6
{
  "formula": "C9H11N2",
  "method": "ωB97M-V/def2-TZVPD",
  "smiles": "[NH2+]=C(c1ccccc1)N1CC1",
  "total_charge": 1,
  "de_lowest_ev": 2.625,
  "lumo_ev": -4.262,
  "homo_ev": -13.35,
  "spin_multiplicity": 1,
  "homo_lumo_gap_ev": 9.1,
  "species": ["C", "C", "C", "C", "C", "C", "C", "C", "C", "N", "N", "H", "H", "H", "H", "H", "H", "H", "H", "H", "H", "H"],
  "coordinates": [[-1.96894, -2.55176, 0.04097], [-0.76919, -2.51421, -0.67224], [-2.45716, -1.37876, 0.69393], [0.02358, -1.42663, -0.57002], [-1.54757, -0.38751, 0.88503], [-0.29314, -0.33136, 0.20977], [0.76819, 0.54098, 0.57670], [1.70302, 2.54763, -0.74045], [0.74385, 1.83069, -1.53773], [1.51740, 1.14907, -0.52985], [1.34384, 0.75616, 1.71052], [-2.49192, -3.52821, 0.16057], [-0.33163, -3.26479, -1.14363], [-3.34846, -1.36308, 1.33869], [0.82389, -1.47239, -1.30421], [-1.98961, 0.35106, 1.55435], [2.71254, 2.71719, -1.13244], [1.43382, 3.14997, 0.15572], [-0.30140, 2.08332, -1.31956], [0.94639, 1.69970, -2.61820], [1.24253, 0.11760, 2.52424], [2.23997, 1.27531, 1.71783]]
}


no.,largest force on an atom (eV/Å)
1,3.09
2,5.00
3,0.50
4,3.42
5,3.26
6,5.67